1.
The following is a quantum chemistry calculation of 8 unconnected molecules or ions with the total composition C22H50Br4N6O6, from the Open Molecules 2025 dataset.

Spin multiplicity: 1
Kohn-Sham gap, eV: 9.2
ΔE to the lowest compared entry with this formula, charge and spin, kJ/mol: 49.0
E_LUMO, eV: 0.07

Structure (XYZ):
```
88
Properties=species:S:1:pos:R:3:mulliken_charge:R:1
C 0.376 -1.967 -5.806 -1.072
N 1.062 -2.918 -6.641 0.127
C 2.518 -2.872 -6.680 -0.957
C 0.368 -3.690 -7.517 0.087
O -0.835 -3.698 -7.643 -0.566
H 0.753 -0.952 -5.995 0.336
H 0.565 -2.126 -4.738 0.331
H -0.691 -1.966 -6.000 0.376
H 2.877 -2.266 -7.515 0.305
H 2.884 -2.422 -5.761 0.327
H 2.927 -3.879 -6.742 0.357
H 1.033 -4.344 -8.109 0.307
C 2.047 2.955 2.677 -0.534
N 2.538 3.939 1.755 0.168
C 3.341 5.017 2.280 -1.021
C 2.461 3.725 0.414 0.087
O 3.052 4.363 -0.432 -0.631
H 1.563 2.134 2.145 -0.465
H 1.293 3.388 3.344 0.433
H 2.816 2.475 3.292 0.383
H 4.319 4.669 2.628 0.330
H 3.517 5.738 1.485 0.353
H 2.811 5.494 3.105 0.322
H 1.755 2.919 0.157 0.457
C -2.255 -1.839 -0.896 -0.830
N -1.267 -0.801 -0.724 0.549
C -0.734 -0.207 -1.925 -0.569
C -0.900 -0.355 0.491 0.055
O -0.089 0.538 0.678 -0.468
H -3.052 -1.521 -1.566 0.282
H -2.641 -2.139 0.075 0.069
H -1.773 -2.730 -1.314 0.307
H 0.094 0.447 -1.662 0.184
H -0.340 -1.006 -2.558 0.264
H -1.481 0.392 -2.448 0.017
H -1.395 -0.903 1.309 0.137
C 2.032 0.326 5.561 -1.185
N 1.785 -0.697 4.577 0.484
C 0.676 -0.504 3.669 -0.454
C 2.614 -1.764 4.457 -0.193
O 2.514 -2.629 3.614 -0.514
H 1.153 0.964 5.664 0.365
H 2.860 0.998 5.305 0.339
H 2.228 -0.092 6.551 0.417
H -0.277 -0.548 4.198 0.363
H 0.778 0.456 3.161 0.200
H 0.671 -1.260 2.889 -0.163
H 3.411 -1.754 5.218 0.360
C 3.068 0.246 0.818 -0.249
N 3.523 -1.082 0.541 0.201
C 2.508 -2.079 0.275 -0.681
C 4.834 -1.395 0.501 0.167
O 5.289 -2.503 0.302 -0.592
H 3.901 0.857 1.179 0.264
H 2.295 0.240 1.584 -0.190
H 2.698 0.752 -0.080 0.203
H 2.979 -3.012 -0.020 0.360
H 1.931 -2.280 1.183 0.097
H 1.844 -1.735 -0.522 0.169
H 5.473 -0.519 0.712 0.282
C -3.759 2.292 -2.956 -0.753
N -5.064 2.005 -3.496 0.138
C -5.244 0.764 -4.212 -0.889
C -6.065 2.917 -3.441 0.177
O -7.161 2.783 -3.936 -0.577
H -3.520 1.600 -2.139 0.158
H -3.742 3.330 -2.644 0.236
H -3.004 2.094 -3.725 0.304
H -5.299 -0.081 -3.513 0.268
H -6.163 0.810 -4.785 0.316
H -4.373 0.581 -4.845 0.299
H -5.778 3.827 -2.884 0.261
Br 0.384 -4.603 6.082 -0.143
C -0.441 -3.677 4.570 -0.274
C -1.517 -4.540 4.013 -0.494
Br -2.352 -3.579 2.537 -0.129
H 0.381 -3.463 3.896 0.044
H -0.862 -2.773 4.996 0.288
H -2.293 -4.671 4.758 0.405
H -1.141 -5.480 3.629 0.423
Br -2.490 1.577 3.324 -0.145
C -2.509 2.519 1.652 -0.369
C -3.292 3.803 1.784 -0.588
Br -3.435 4.587 0.016 -0.156
H -2.955 1.881 0.895 0.259
H -1.489 2.748 1.356 0.229
H -2.805 4.514 2.444 0.415
H -4.312 3.658 2.125 0.413
```

---

2.
The following is a quantum chemistry calculation of a molecular structure, C22H50GdN3P3S at a distorted geometry, from the Open Molecules 2025 dataset.

Spin multiplicity: 8
Kohn-Sham gap (alpha / beta), eV: 5.9 / 4.8
ΔE to the lowest compared entry with this formula, charge and spin, kJ/mol: 363.7
E_LUMO (alpha / beta), eV: -7.93 / -11.26
Charge: +3
⟨S²⟩: 15.8721

Structure (XYZ):
```
80
Properties=species:S:1:pos:R:3:mulliken_spin:R:1
Gd 0.133 0.087 0.616 5.688
P 2.279 1.617 1.568 -0.030
P -1.669 2.192 0.655 -0.052
P 0.871 1.293 -1.842 -0.060
H -0.712 -2.341 -0.123 -0.008
C 0.090 -1.888 -0.738 0.170
C 1.382 -1.810 -0.260 0.316
H 1.652 -2.266 0.703 -0.011
C 2.724 1.171 3.304 -0.012
C 2.268 3.459 1.657 0.000
C 3.851 1.223 0.672 0.019
C -3.225 1.562 -0.118 0.013
C -2.147 2.607 2.378 0.008
C -1.398 3.839 -0.097 0.002
C 2.032 0.247 -2.815 0.002
C 1.605 2.965 -2.037 0.010
C -0.632 1.314 -2.919 0.046
H -0.227 -1.663 -1.765 -0.005
H 2.256 -1.518 -0.847 -0.014
H 2.804 0.079 3.401 0.001
H 1.935 1.528 3.979 0.001
H 3.677 1.625 3.597 0.000
H 1.427 3.770 2.293 0.000
H 2.136 3.895 0.658 0.000
H 3.203 3.837 2.095 -0.001
H 3.992 0.130 0.685 -0.004
H 4.704 1.701 1.179 0.002
H 3.811 1.562 -0.376 0.000
H -4.044 2.287 -0.024 0.000
H -3.533 0.622 0.362 -0.004
H -3.055 1.351 -1.182 -0.004
H -2.984 3.317 2.405 0.000
H -1.284 3.061 2.879 0.001
H -2.421 1.702 2.937 0.000
H -2.251 4.510 0.082 -0.001
H -1.236 3.766 -1.181 0.000
H -0.502 4.292 0.354 0.000
H 2.149 0.669 -3.821 0.001
H 1.637 -0.774 -2.884 -0.004
H 3.004 0.223 -2.303 0.004
H 1.659 3.184 -3.112 0.000
H 2.615 2.979 -1.604 0.000
H 0.979 3.713 -1.530 0.000
H -0.314 1.542 -3.947 0.005
H -1.357 2.062 -2.569 -0.011
H -1.107 0.320 -2.899 -0.010
C -0.281 -2.282 -6.558 0.184
C -1.451 -2.534 -7.292 0.075
C -1.707 -3.807 -7.802 0.023
C -0.782 -4.849 -7.593 0.221
C 0.392 -4.597 -6.877 0.015
C 0.653 -3.327 -6.367 0.107
S 0.060 -0.727 -5.862 0.363
H -1.069 -0.071 -6.276 -0.005
H -2.156 -1.715 -7.447 -0.002
H -2.622 -4.002 -8.361 0.004
H -0.986 -5.847 -7.992 0.002
H 1.115 -5.402 -6.713 0.003
H 1.562 -3.117 -5.813 0.002
C 0.926 -2.778 4.489 0.000
N -0.006 -1.687 4.835 -0.001
C -0.005 -1.262 6.222 0.000
C -0.606 -1.043 3.810 0.012
N 0.046 -1.002 2.625 -0.064
N -1.860 -0.525 3.877 -0.005
C -2.527 -0.190 5.134 0.000
C -2.786 -0.933 2.807 -0.016
H 0.656 -3.686 5.048 0.000
H 1.966 -2.482 4.720 0.000
H 0.834 -3.017 3.424 0.000
H 0.313 -0.211 6.319 0.000
H -0.983 -1.404 6.700 0.000
H 0.714 -1.891 6.752 0.000
H 1.021 -1.293 2.816 0.005
H -3.422 0.392 4.884 0.000
H -2.844 -1.083 5.698 0.000
H -1.885 0.449 5.750 0.000
H -3.652 -0.258 2.800 0.001
H -2.277 -0.887 1.822 0.018
H -3.132 -1.977 2.957 0.001
```